Entry from the OMol25 dataset: one molecule with the formula C6H11NO at a distorted geometry (ωB97M-V/def2-TZVPD).

Output
Frontier orbital gap: 9.0 eV
SMILES: C=C[C@@H](C)[C@@H](N)C=O

Element x y z (Å)
C 1.604014 -0.509572 0.898158
N 1.088481 1.193981 -1.414071
C 0.158717 1.264851 -0.287359
C 0.315150 0.271058 0.836630
H 0.841401 1.902655 -2.100944
H 1.030988 0.293483 -1.880588
H 0.159924 2.283829 0.105273
H 0.090669 0.734057 1.800615
H 2.444888 0.188659 0.980699
H 1.619167 -1.187628 1.754681
H 1.765025 -1.109450 -0.003084
C -1.326185 0.917373 -0.689691
C -1.064613 -0.748318 0.695029
C -1.099450 -1.954544 0.108215
O -2.269017 1.691128 -0.455955
H -1.341671 0.247129 -1.570059
H -1.730204 -0.575425 1.539655
H -0.517542 -2.171275 -0.781214
H -1.769742 -2.731991 0.464012

Cartesian forces, eV/Å:
0.26 -0.11 -0.04
-0.36 -0.22 0.37
-1.48 0.25 -0.28
-2.10 -2.06 -0.29
0.07 -0.11 0.15
0.05 0.04 0.02
0.05 -0.02 -0.18
0.17 0.13 -0.22
-0.09 -0.14 0.00
-0.03 0.09 -0.07
-0.02 0.10 0.10
-0.18 4.29 -1.71
2.64 -0.62 2.01
-0.14 0.86 0.00
1.46 -2.09 0.09
-0.33 -0.40 0.35
-0.07 0.01 -0.21
0.35 -0.23 0.26
-0.25 0.23 -0.34

---

Entry from the OMol25 dataset: a 2-piece molecular cluster, CH3N3O3 overall at a distorted geometry (ωB97M-V/def2-TZVPD).

Output
Frontier orbital gap: 11.4 eV
SMILES: N[N+](=O)[O-].N=C=O

Element x y z (Å)
C 2.566016 -0.176081 -0.281140
N 1.581344 0.480156 -0.453907
N -0.841208 0.183637 0.545434
N -2.009164 -0.272662 0.060969
O 3.486577 -0.764351 0.082815
O -2.639984 0.493247 -0.620087
O -2.295547 -1.408031 0.335917
H -0.608983 1.158835 0.436098
H 1.077198 0.701711 -1.285846
H -0.316250 -0.396458 1.179743

Cartesian forces, eV/Å:
0.05 0.10 0.13
-0.44 0.77 -0.17
0.42 0.32 0.44
0.66 0.31 0.53
0.96 -0.69 0.12
-0.61 0.62 -0.63
-0.31 -0.94 0.16
-0.42 -0.21 -0.11
0.03 -0.12 -0.30
-0.35 -0.16 -0.17

---

Entry from the OMol25 dataset: a 2-piece molecular cluster, C4H8OS overall at a distorted geometry (ωB97M-V/def2-TZVPD).

Output
Frontier orbital gap: 9.9 eV

Element x y z (Å)
C -2.578083 -0.463978 -0.726243
C -2.281014 -1.831835 -1.171986
C -1.573241 0.659943 -0.774809
C 2.495198 -1.156237 -0.569198
O -2.394540 -1.614730 0.083565
S 1.630788 0.019327 0.525855
H -3.614889 -0.065936 -0.722467
H 1.195392 0.924966 -0.525048
H -2.120724 1.570707 -0.583230
H -1.188244 0.868510 -1.721093
H -0.788570 0.482702 -0.174084
H 1.975742 -1.566772 -1.376507
H 2.968884 -2.044074 -0.010085
H 3.469985 -0.726074 -0.914714

Cartesian forces, eV/Å:
-1.23 2.11 -1.16
-0.08 -0.54 -0.66
-3.33 0.17 -0.66
3.48 -0.42 1.72
0.49 -0.61 1.29
-0.35 0.74 -1.89
0.56 -0.82 -0.09
0.90 -1.42 1.64
0.11 0.38 0.82
0.64 -0.34 -2.03
2.44 -0.32 2.44
-1.18 -0.31 -1.12
-1.40 1.24 -0.16
-1.07 0.16 -0.13

---

Entry from the OMol25 dataset: C14H43MgO8S7 as an isolated structure at a distorted geometry (ωB97M-V/def2-TZVPD).

Output
Total charge: +2
<S²>: 0.76
Frontier orbital gap (spin up / spin down): 8.6 / 3.6 eV
Multiplicity: 2

Element x y z (Å)
Mg -0.055299 -0.584278 1.634151
O 0.101461 0.674432 0.330041
H -0.109329 1.618482 0.467431
C 1.523541 1.613452 5.080601
S 1.357211 1.870552 3.332681
O 1.104991 0.496242 2.781521
C -0.314289 2.625792 3.271571
H 2.562021 1.291672 5.158811
H 0.854781 0.828292 5.433271
H 1.238901 2.475242 5.684261
H -0.807819 2.532412 2.304201
H -0.254579 3.675012 3.560811
H -0.947899 1.999482 3.899571
C 3.361901 -3.347088 1.477841
S 3.023971 -1.621588 1.047661
O 1.517041 -1.547968 1.173561
C 3.874151 -0.857708 2.557161
H 3.228911 -3.604538 2.528611
H 4.361561 -3.745328 1.304081
H 2.629631 -3.943258 0.933351
H 3.869511 0.228492 2.466351
H 4.943581 -1.064508 2.516551
H 3.398811 -1.174778 3.485391
C -3.865289 -1.303398 3.025911
S -3.102989 0.323072 2.842811
O -1.597259 0.019952 2.604031
C -3.675839 0.446342 1.115021
H -3.729799 -1.827178 3.972171
H -3.330909 -1.897618 2.284671
H -4.903239 -1.292668 2.693271
H -3.478149 -0.471208 0.560841
H -3.097659 1.126572 0.489651
H -4.754429 0.589042 1.048821
C 3.195671 2.739062 0.024301
S 3.142981 3.490172 -1.583519
O 3.675251 2.444432 -2.523439
C 1.275501 3.517622 -1.747119
H 3.076491 3.544712 0.748741
H 4.144331 2.209252 0.110611
H 2.452491 1.959622 0.192441
H 0.902071 2.495862 -1.678959
H 0.968381 4.043712 -2.650999
H 0.844981 4.053072 -0.900929
C -2.792949 -3.684638 -0.322749
S -1.285299 -2.589078 -0.669539
O -1.075559 -1.718108 0.624431
C 0.030201 -3.875988 -0.688529
H -2.724669 -4.283368 0.585531
H -3.012689 -4.276758 -1.211119
H -3.604919 -2.966878 -0.206019
H 0.072941 -4.239278 0.338261
H 1.045311 -3.630828 -1.000859
H -0.352259 -4.743188 -1.226849
C 1.429161 -0.403138 -2.586189
S 1.841681 -1.356688 -4.055579
O 2.207711 -2.727658 -3.545969
C 0.193201 -1.413558 -4.855309
H 0.765361 -0.997508 -1.958329
H 0.953141 0.531792 -2.881839
H 2.316281 -0.014618 -2.086009
H -0.589829 -1.640528 -4.131809
H 0.181401 -2.135738 -5.671639
H 0.011591 -0.422618 -5.271429
C -2.659639 0.850082 -2.480319
S -1.835549 1.586312 -3.918779
O -2.662359 1.168062 -5.114879
C -2.105959 3.361212 -3.568999
H -2.620979 -0.238798 -2.511059
H -3.739089 0.994152 -2.526439
H -2.220409 1.116952 -1.519089
H -1.624399 3.887982 -4.392849
H -1.579989 3.602002 -2.645159
H -3.166799 3.611432 -3.558719

Cartesian forces, eV/Å:
0.66 1.15 0.80
-0.28 2.48 -1.91
0.27 -0.90 -0.27
-0.29 -0.18 0.37
-1.67 0.27 -0.72
1.12 -0.08 1.11
0.11 -0.12 0.37
-0.05 0.22 0.57
0.01 -0.27 -0.44
0.61 0.34 -0.23
0.77 0.06 -0.30
-0.08 -0.12 0.21
0.18 0.36 0.46
-0.04 -0.79 0.44
0.66 -0.02 1.45
1.70 -1.16 -0.04
-0.32 0.26 -0.92
-0.46 0.65 0.22
0.14 0.59 -0.68
0.14 0.11 -0.21
-0.59 -0.02 -0.13
-0.09 -0.73 -0.09
0.03 -0.13 -0.22
0.24 -0.78 -0.44
1.66 -1.16 -1.93
-2.60 0.56 1.76
-0.27 -0.25 -0.69
-0.10 0.66 0.23
0.15 0.00 -0.06
-0.08 0.28 0.40
0.15 -0.51 0.67
-0.13 0.73 0.78
0.07 0.49 0.19
-0.18 -0.40 0.60
-0.65 -0.43 -0.95
-0.63 0.19 0.23
0.62 0.03 0.43
0.20 -0.16 0.21
0.31 0.57 -0.01
-0.51 0.11 -0.25
0.10 -0.11 -0.21
0.30 -0.21 -0.10
0.21 0.18 0.14
0.73 0.97 -0.20
0.20 0.41 2.16
-2.11 -3.85 -3.35
-0.87 -0.71 0.99
0.43 0.04 -0.13
0.27 -0.06 0.04
0.07 0.08 0.00
0.13 0.20 0.21
-0.43 0.63 -0.25
-0.02 0.22 -0.47
0.44 1.05 0.18
-1.45 -0.69 1.09
-0.08 0.80 -0.65
0.27 0.00 -0.59
0.16 0.01 -0.02
-0.40 -0.19 -0.48
0.29 -0.58 0.09
0.34 -0.06 0.30
0.27 -0.05 0.11
0.13 0.13 0.05
-0.52 -0.43 0.24
-0.78 -0.34 -0.54
0.87 0.44 1.14
0.08 -0.58 -0.34
0.63 -0.13 -0.49
-0.01 0.74 -0.01
0.12 0.40 -0.14
-0.02 -0.04 -0.01
-0.18 -0.01 0.07
0.05 -0.14 0.16

---

Entry from the OMol25 dataset: a 4-piece molecular cluster, CH10N2O3 overall at a distorted geometry (ωB97M-V/def2-TZVPD).

Output
Frontier orbital gap: 10.5 eV
SMILES: [H]/N=C/N.O.O.O

Element x y z (Å)
N 1.725389 -1.489328 0.427689
C 0.816807 -1.751289 -0.546202
N 0.245968 -0.773656 -1.172200
H 1.626848 -2.014707 1.287011
H 2.090628 -0.553880 0.407520
H 0.583881 -2.780028 -0.836287
H 0.178134 -0.934807 -2.172168
H -2.091730 1.121280 1.211662
H -1.549129 0.556310 2.521601
O -1.605414 1.370157 2.012711
H -1.374735 0.202542 -0.535385
H -1.739090 1.515578 -1.032895
O -2.185011 0.712024 -0.706619
H 0.597725 0.996897 -0.406895
H 1.574572 2.172357 -0.558368
O 1.105162 1.650552 0.098819

Cartesian forces, eV/Å:
-0.97 -1.22 0.01
-0.39 0.89 -0.72
1.63 0.31 -0.28
0.61 0.23 -0.06
-0.29 0.46 0.61
0.49 -0.18 0.35
-1.20 -0.51 0.13
0.04 0.11 -0.06
-0.01 0.06 0.06
-0.10 -0.15 0.14
-0.23 -0.57 -0.08
-0.71 -0.03 0.09
0.76 0.61 -0.14
0.18 -0.27 -0.15
-0.01 0.01 -0.02
0.21 0.26 0.14

---

Number 1: M 113.16 g/mol, E -365.11257 hartree. Number 2: M 105.05 g/mol, E -429.78358 hartree. Number 3: M 104.17 g/mol, E -630.46560 hartree. Number 4: M 588.26 g/mol, E -4147.83679 hartree. Number 5: M 98.10 g/mol, E -379.30788 hartree.